Record 1
Computed, not measured: a single C4H6N2O molecule in a non-equilibrium geometry, with ωB97M-V/def2-TZVPD.

The geometry in XYZ format:
```
13
Properties=species:S:1:pos:R:3:forces:R:3:lowdin_charge:R:1
H 1.15917 -2.15156 -2.09294 0.1 0.0 0.0 0.0496
N 1.45132 -1.87250 -1.16026 -0.2 0.3 0.0 0.1194
C 0.92083 -0.76572 -0.88151 0.1 -0.2 -0.1 -0.3263
O 1.17631 -0.19902 0.32324 0.1 -0.1 0.0 -0.0652
C 0.51977 1.01038 0.63148 -0.1 0.2 0.0 -0.2063
C -0.86574 0.76026 1.24054 0.0 0.0 0.1 -0.1413
C -1.80342 0.22547 0.24874 -0.6 -0.4 -0.7 -0.2282
N -2.49497 -0.19283 -0.57861 0.6 0.4 0.8 0.1553
H 0.24517 -0.18567 -1.52277 0.1 0.0 0.1 0.1277
H 0.44474 1.65702 -0.25316 0.0 -0.1 0.1 0.1305
H 1.14704 1.50968 1.37478 -0.1 0.0 -0.1 0.1301
H -0.77079 0.04450 2.06341 0.0 0.1 -0.1 0.1293
H -1.27006 1.69500 1.64423 0.0 -0.1 -0.1 0.1254
```
Forces are in eV/Å.

Values from the calculation:
* maximum force: 0.0218 hartree/bohr
* HOMO-LUMO gap: 11.00 eV
* SMILES: [H]/N=C/OCCC#N


Record 2
Computed, not measured: 2 unconnected molecules or ions with the total composition C5H10O in a non-equilibrium geometry, with ωB97M-V/def2-TZVPD.

The geometry in XYZ format:
```
16
Properties=species:S:1:pos:R:3:forces:R:3:lowdin_charge:R:1
C 2.37439 0.25165 0.65727 -0.2 1.1 -0.8 -0.0399
C 2.11253 0.01240 -0.62538 2.7 1.3 -1.9 -0.2792
C 2.50063 -1.26091 -1.37276 -0.3 -0.3 0.8 -0.1430
H 2.24454 1.30001 0.96080 0.2 -0.7 0.4 0.0559
H 2.87673 -0.47266 1.28412 -0.5 -0.1 0.3 0.0564
H 2.12910 0.92533 -1.38046 -1.1 -1.7 1.8 0.1315
H 3.52867 -1.22663 -1.83015 -0.9 0.2 0.7 0.0815
H 2.42656 -2.16060 -0.65986 0.0 1.1 -1.4 0.0938
H 1.80154 -1.24780 -2.21654 0.1 -1.0 0.1 0.0529
C -2.24248 -0.30820 1.57732 1.0 0.7 0.6 -0.0092
C -2.81279 0.35334 0.54832 2.4 1.6 -0.2 -0.1914
O -2.19150 1.03951 -0.60740 -1.6 -1.7 2.6 -0.0442
H -2.68558 -0.45586 2.61449 -0.3 0.0 -2.0 0.0720
H -1.13352 -0.49874 1.67816 -1.2 0.2 -0.8 0.0608
H -3.74415 0.79653 0.48038 -2.2 0.0 0.7 0.0714
H -1.50551 0.43463 -0.78040 2.0 -0.7 -1.0 0.0308
```
Forces are in eV/Å.

Values from the calculation:
* maximum force: 0.0698 hartree/bohr
* HOMO-LUMO gap: 10.38 eV
* SMILES: C=CC.C=CO


Record 3
Computed, not measured: a molecular structure, C42H30ClHfN7O2P in a non-equilibrium geometry, with ωB97M-V/def2-TZVPD.

The geometry in XYZ format:
```
84
Properties=species:S:1:pos:R:3:forces:R:3:lowdin_charge:R:1
Hf 0.17225 -0.03954 -0.40626 -0.2 0.4 1.0 1.7146
C 3.71310 2.77348 -0.39577 0.0 0.2 0.0 -0.0379
C 2.97666 1.61884 -0.16040 -0.1 -0.1 0.0 -0.0597
N 1.64686 1.67490 -0.03664 0.2 0.1 -0.1 -0.0193
C 1.04247 2.87993 -0.12401 -0.3 0.0 0.2 -0.1835
C 1.78973 3.99924 -0.42841 0.3 0.2 0.0 -0.0082
N 3.11713 3.94610 -0.56478 -0.2 -0.1 0.0 0.1614
C -0.40654 2.89819 0.22392 0.4 -0.2 -0.1 -0.1779
C -1.11544 4.02917 0.50996 -0.2 0.4 0.0 0.0907
C -2.41174 3.91630 1.04646 0.0 0.1 0.0 -0.0747
C -2.88647 2.63314 1.33584 -0.3 0.1 0.0 0.0918
C -2.13035 1.53525 1.01010 0.2 -0.1 0.0 -0.1606
N -0.93437 1.66770 0.40502 -0.1 0.5 0.2 -0.0082
C -2.42181 0.14657 1.43192 0.1 0.3 -0.1 -0.1710
C -3.59727 -0.24737 2.03566 -0.3 -0.3 0.2 -0.0098
N -3.74659 -1.46630 2.55342 0.1 0.1 -0.1 0.1557
C -2.71398 -2.29198 2.46602 -0.2 0.0 0.1 -0.0321
C -1.53997 -1.93009 1.81482 0.0 0.0 -0.1 -0.0521
N -1.39778 -0.71556 1.29317 0.2 0.1 -0.2 0.0207
C -3.20824 5.11152 1.35925 0.1 -0.2 -0.1 -0.1862
C -4.03167 5.14271 2.47680 -0.1 0.0 0.1 0.0007
C -4.75856 6.29779 2.72645 0.0 0.3 -0.1 -0.0888
N -4.72449 7.37436 1.93631 0.3 -0.4 -0.1 0.1093
C -3.93639 7.32794 0.85888 -0.2 0.1 0.2 -0.0906
C -3.15210 6.22959 0.53429 0.0 0.1 -0.1 -0.0007
H 4.79458 2.74082 -0.46663 -0.1 0.0 0.0 0.1395
H 3.45168 0.64693 -0.08905 0.0 0.0 0.0 0.1002
H 1.32011 4.96631 -0.57176 0.1 0.0 0.0 0.1384
H -0.66975 5.00807 0.39154 0.0 0.0 0.0 0.1356
H -3.84520 2.51560 1.82244 0.0 0.0 0.0 0.1311
H -4.44498 0.42338 2.10846 0.0 0.0 0.0 0.1368
H -2.81557 -3.27331 2.91419 0.0 0.0 0.0 0.1373
H -0.72003 -2.62554 1.72160 0.0 -0.1 0.0 0.1066
H -4.08363 4.31124 3.17077 0.0 0.1 0.0 0.1193
H -5.39574 6.36290 3.60019 0.0 0.0 0.0 0.1247
H -3.93246 8.20971 0.22751 0.0 0.0 0.0 0.1246
H -2.54674 6.24110 -0.36635 -0.1 0.0 0.1 0.1194
O -1.21712 -1.41001 -1.24117 0.0 -0.7 -0.3 -0.0437
C -0.16236 -2.11533 -1.44887 0.0 -0.1 -0.3 -0.5405
O 0.88415 -1.44374 -1.77851 0.0 -0.6 -0.7 -0.1413
C 0.06305 -3.45127 -0.89334 0.1 0.1 0.1 -0.1647
C -0.67377 -4.57802 -1.21019 0.0 0.0 -0.1 0.0243
C -0.35017 -5.77796 -0.59431 0.0 -0.1 0.0 -0.0111
C 0.68049 -5.82410 0.33459 0.0 -0.1 0.0 -0.0097
C 1.38172 -4.67441 0.68859 -0.1 0.0 0.0 -0.0362
C 1.08711 -3.45843 0.08722 0.0 0.1 -0.1 -0.2625
P 1.90768 -1.87635 0.63061 0.0 -0.5 0.4 1.0614
C 3.59580 -1.97002 0.00761 0.0 0.1 -0.1 -0.3710
C 3.84711 -2.45562 -1.27865 0.1 0.0 0.0 -0.0748
C 5.15070 -2.50816 -1.74700 0.0 0.0 0.0 -0.0395
C 6.19985 -2.07430 -0.94313 0.0 0.0 0.0 -0.0331
C 5.95007 -1.58463 0.33245 0.0 0.0 0.0 -0.0438
C 4.64801 -1.52534 0.81152 0.1 0.0 0.0 -0.1021
C 2.01393 -1.79523 2.42643 0.0 0.0 0.1 -0.3836
C 2.72612 -2.70376 3.21687 0.0 0.0 0.0 -0.0759
C 2.77022 -2.54480 4.59327 0.0 0.0 0.0 -0.0284
C 2.12048 -1.47311 5.19665 0.0 0.0 0.1 -0.0282
C 1.43804 -0.54523 4.42428 0.0 0.0 0.0 -0.0497
C 1.39059 -0.70986 3.04889 0.1 -0.1 0.1 -0.1308
H -1.45979 -4.52820 -1.95456 0.0 0.0 0.0 0.1406
H -0.89514 -6.67841 -0.84709 0.0 0.0 0.0 0.1314
H 0.94441 -6.76687 0.79748 0.0 0.0 0.0 0.1308
H 2.16245 -4.75021 1.42920 0.0 0.0 0.1 0.1056
H 3.03907 -2.81346 -1.90321 0.0 0.0 0.0 0.1059
H 5.35077 -2.90005 -2.73658 0.0 0.0 0.0 0.1229
H 7.21766 -2.12913 -1.30903 0.0 0.0 0.0 0.1252
H 6.76985 -1.26264 0.96336 0.0 0.0 0.0 0.1230
H 4.46231 -1.15523 1.81374 0.0 0.0 -0.1 0.1096
H 3.28564 -3.51298 2.76706 0.0 0.0 0.0 0.1111
H 3.32738 -3.25130 5.19710 0.0 0.0 0.0 0.1277
H 2.16238 -1.35227 6.27153 0.0 0.0 0.0 0.1268
H 0.95419 0.30179 4.89389 0.0 0.0 0.0 0.1186
H 0.87307 0.03612 2.46001 -0.1 0.1 -0.1 0.0600
Cl 2.79138 1.75825 -5.19056 0.0 0.0 0.0 0.7963
C 1.28071 1.57081 -4.41725 0.0 0.1 -0.2 -0.6302
C 0.08341 1.73860 -5.10091 -0.1 0.0 -0.1 -0.0104
C -1.10656 1.56078 -4.41375 0.0 0.1 -0.2 0.0040
C -1.07224 1.22296 -3.07991 0.2 0.0 0.3 -0.0925
N 0.08762 1.07465 -2.41328 -0.1 0.1 -0.2 -0.0700
C 1.24102 1.24831 -3.08280 -0.1 -0.1 0.2 -0.1490
H 0.08918 2.00114 -6.15228 0.0 0.0 0.0 0.1386
H -2.05879 1.67122 -4.91555 0.0 0.0 0.0 0.1355
H -1.98565 1.06059 -2.52465 0.0 0.0 0.1 0.1233
H 2.16856 1.09303 -2.55090 0.1 0.0 0.0 0.1035
```
Forces are in eV/Å.

Values from the calculation:
* maximum force: 0.0208 hartree/bohr
* total charge: +3
* HOMO-LUMO gap: 6.11 eV


Copy entry 2 word for word.
Computed, not measured: 2 unconnected molecules or ions with the total composition C5H10O in a non-equilibrium geometry, with ωB97M-V/def2-TZVPD.

The geometry in XYZ format:
```
16
Properties=species:S:1:pos:R:3:forces:R:3:lowdin_charge:R:1
C 2.37439 0.25165 0.65727 -0.2 1.1 -0.8 -0.0399
C 2.11253 0.01240 -0.62538 2.7 1.3 -1.9 -0.2792
C 2.50063 -1.26091 -1.37276 -0.3 -0.3 0.8 -0.1430
H 2.24454 1.30001 0.96080 0.2 -0.7 0.4 0.0559
H 2.87673 -0.47266 1.28412 -0.5 -0.1 0.3 0.0564
H 2.12910 0.92533 -1.38046 -1.1 -1.7 1.8 0.1315
H 3.52867 -1.22663 -1.83015 -0.9 0.2 0.7 0.0815
H 2.42656 -2.16060 -0.65986 0.0 1.1 -1.4 0.0938
H 1.80154 -1.24780 -2.21654 0.1 -1.0 0.1 0.0529
C -2.24248 -0.30820 1.57732 1.0 0.7 0.6 -0.0092
C -2.81279 0.35334 0.54832 2.4 1.6 -0.2 -0.1914
O -2.19150 1.03951 -0.60740 -1.6 -1.7 2.6 -0.0442
H -2.68558 -0.45586 2.61449 -0.3 0.0 -2.0 0.0720
H -1.13352 -0.49874 1.67816 -1.2 0.2 -0.8 0.0608
H -3.74415 0.79653 0.48038 -2.2 0.0 0.7 0.0714
H -1.50551 0.43463 -0.78040 2.0 -0.7 -1.0 0.0308
```
Forces are in eV/Å.

Values from the calculation:
* maximum force: 0.0698 hartree/bohr
* HOMO-LUMO gap: 10.38 eV
* SMILES: C=CC.C=CO


- Which of these has the lowest maximum force?
  C42H30ClHfN7O2P